1.
Here is a cluster of 14 separate species, C18H63F3N13O16S in total in a non-equilibrium geometry from the Open Molecules 2025 dataset. Energies are from the ωB97M-V functional and the def2-TZVPD basis.

```
! wB97M-V def2-TZVPD RIJCOSX def2/J DEFGRID3
* xyz -1 1
C -0.902 -0.964 0.095
F -0.562 -0.045 -0.853
F -1.974 -0.636 0.787
F -1.143 -2.107 -0.537
S 0.553 -1.136 1.385
O 0.063 -2.000 2.509
O 1.706 -1.729 0.680
O 0.909 0.209 1.841
C 3.149 1.469 4.359
C 4.660 1.255 4.364
C 5.458 2.532 4.678
O 5.165 3.659 3.822
C 5.033 3.310 2.446
N 4.850 0.332 5.425
H 2.742 2.129 3.593
H 2.812 1.940 5.283
H 2.526 0.596 4.162
H 5.066 1.019 3.381
H 6.542 2.448 4.751
H 5.150 2.827 5.681
H 4.870 4.280 1.977
H 4.110 2.766 2.244
H 5.922 2.853 2.012
H 4.450 -0.519 5.056
H 5.830 0.190 5.226
C 1.578 -0.997 -3.062
C 2.354 -2.233 -2.763
C 1.537 -3.399 -2.095
O 0.276 -3.619 -2.745
C 0.279 -4.638 -3.759
N 3.145 -2.781 -3.855
H 1.278 -0.431 -2.180
H 0.703 -1.230 -3.669
H 2.207 -0.322 -3.642
H 3.119 -2.054 -2.007
H 1.315 -3.275 -1.035
H 2.224 -4.243 -2.148
H 0.850 -4.073 -4.496
H -0.716 -4.982 -4.041
H 0.998 -5.409 -3.482
H 3.782 -3.367 -3.335
H 3.660 -1.928 -4.021
C -1.528 3.315 -1.708
C -1.543 3.104 -3.207
C -1.037 4.489 -3.876
O 0.313 4.707 -3.606
C 0.875 5.726 -4.424
N -0.682 2.022 -3.658
H -0.672 3.905 -1.379
H -1.592 2.399 -1.121
H -2.370 3.967 -1.475
H -2.553 2.896 -3.558
H -1.549 5.421 -3.637
H -1.226 4.504 -4.950
H 0.977 5.536 -5.493
H 1.885 5.993 -4.114
H 0.347 6.630 -4.122
H 0.247 2.046 -3.263
H -1.180 1.244 -3.248
O -2.669 -3.585 -2.351
H -1.732 -3.406 -2.272
H -2.877 -3.380 -3.263
O -4.259 -2.705 -0.017
H -3.903 -2.705 -0.906
H -4.731 -3.535 0.053
O 4.761 -2.846 0.930
H 4.953 -3.198 0.061
H 3.822 -2.662 0.911
O -0.813 -0.521 4.857
H -0.267 0.263 4.907
H -0.454 -1.017 4.121
O 0.681 -4.654 1.287
H 0.334 -4.290 0.472
H 0.575 -3.950 1.927
C 3.727 1.116 -0.246
O 4.606 0.974 -1.063
N 2.556 1.623 -0.431
N 3.785 0.598 0.941
H 1.883 1.617 0.322
H 2.373 1.994 -1.353
H 4.682 0.245 1.245
H 2.987 0.543 1.558
C -1.843 3.022 1.980
O -2.707 3.685 1.384
N -1.978 1.780 2.317
N -0.780 3.504 2.485
H -1.220 1.145 2.523
H -2.790 1.263 2.010
H -0.826 4.509 2.399
H -0.123 3.092 3.133
C -2.706 -4.097 3.083
O -1.843 -4.427 3.895
N -3.840 -4.741 2.892
N -2.458 -3.130 2.228
H -4.482 -4.618 2.123
H -4.065 -5.500 3.520
H -1.507 -2.795 2.168
H -3.154 -2.770 1.591
C -5.120 0.730 0.484
O -4.248 0.888 -0.308
N -5.776 1.681 1.060
N -5.459 -0.427 0.786
H -6.537 1.355 1.638
H -5.515 2.639 0.875
H -4.882 -1.219 0.543
H -6.419 -0.560 1.072
C -4.269 -1.021 -3.270
O -4.435 -1.577 -4.335
N -3.146 -0.481 -2.835
N -5.297 -0.599 -2.537
H -3.202 0.118 -2.024
H -2.215 -0.632 -3.197
H -5.261 -0.035 -1.700
H -6.203 -0.901 -2.866
*
```

HOMO-LUMO gap = 8.8 eV

Mulliken atomic charge list, values in e, 4 entries: C -0.3400; F 0.2282; F 0.1854; F 0.5658



2.
Here is a cluster of 14 separate species, C18H64N20O18 in total in a non-equilibrium geometry from the Open Molecules 2025 dataset. Energies are from the ωB97M-V functional and the def2-TZVPD basis.

```
! wB97M-V def2-TZVPD RIJCOSX def2/J DEFGRID3
* xyz 0 1
C 13.985 12.080 13.500
O 13.441 12.973 14.153
N 14.686 12.339 12.400
N 13.727 10.806 13.925
H 14.619 13.319 12.188
H 14.774 11.688 11.596
H 13.087 10.798 14.685
H 13.644 10.030 13.281
C 9.612 5.238 11.292
O 9.239 4.271 11.900
N 9.388 6.552 11.685
N 10.360 5.119 10.154
H 10.149 7.214 11.486
H 8.873 6.737 12.469
H 10.668 5.921 9.573
H 10.772 4.241 9.994
C 11.586 6.639 14.451
O 11.651 7.869 14.310
N 12.108 5.703 13.628
N 10.991 6.100 15.548
H 11.823 4.728 13.685
H 12.371 5.892 12.674
H 11.016 5.054 15.672
H 10.955 6.626 16.413
C 10.317 9.039 17.807
O 10.647 7.919 18.225
N 10.306 9.274 16.443
N 9.843 10.068 18.550
H 9.995 10.223 16.132
H 10.615 8.668 15.717
H 9.686 11.009 18.196
H 9.958 10.004 19.576
C 9.896 11.036 12.394
O 10.707 11.701 11.728
N 8.548 11.224 12.340
N 10.342 9.993 13.143
H 8.233 12.105 11.960
H 8.060 10.921 13.148
H 11.304 9.788 13.247
H 9.736 9.373 13.701
C 6.237 11.749 16.420
O 5.037 11.410 16.432
N 6.761 12.552 15.422
N 7.183 11.227 17.266
H 6.024 13.020 14.924
H 7.504 13.230 15.703
H 8.126 11.548 17.179
H 6.855 11.065 18.203
C 10.636 12.811 16.173
O 9.715 12.555 16.893
N 11.914 12.420 16.541
N 10.563 13.449 14.951
H 11.999 11.620 17.148
H 12.655 12.580 15.826
H 9.778 14.051 14.740
H 11.340 13.594 14.320
C 12.539 15.312 10.819
O 11.958 15.323 9.689
N 12.514 14.109 11.448
N 13.005 16.469 11.227
H 12.183 13.360 10.854
H 12.754 13.873 12.439
H 12.857 17.216 10.564
H 13.477 16.723 12.068
C 7.012 8.789 14.479
O 7.839 8.348 13.631
N 7.166 8.551 15.838
N 5.929 9.470 14.127
H 8.140 8.287 16.151
H 6.545 9.006 16.471
H 5.120 9.681 14.691
H 5.787 9.439 13.128
C 8.699 7.820 9.233
O 9.899 7.707 8.910
N 8.110 8.819 10.020
N 7.817 6.853 8.905
H 8.747 9.603 10.203
H 7.827 8.465 10.941
H 8.436 6.107 8.638
H 7.074 6.569 9.559
C 13.040 8.247 9.973
C 12.772 9.721 10.029
O 13.234 10.212 11.256
O 12.447 7.614 11.120
H 14.121 8.032 9.898
H 12.640 7.806 9.049
H 11.707 9.924 9.907
H 13.336 10.272 9.253
H 12.472 10.829 11.489
H 12.432 8.187 11.892
C 8.358 17.395 12.332
C 8.750 16.605 13.561
O 8.588 15.198 13.399
O 9.205 16.776 11.310
H 8.686 18.404 12.556
H 7.296 17.322 12.187
H 8.273 16.960 14.455
H 9.805 16.803 13.845
H 8.859 15.040 12.491
H 8.754 16.707 10.441
C 6.575 14.658 10.535
C 5.463 14.573 11.534
O 5.807 15.027 12.841
O 7.593 13.903 11.073
H 6.898 15.771 10.338
H 6.284 14.252 9.572
H 5.133 13.480 11.613
H 4.597 15.096 11.017
H 6.715 14.701 13.012
H 8.304 13.818 10.461
C 9.805 13.280 8.002
C 10.538 11.983 8.352
O 9.650 10.982 8.890
O 9.482 14.119 9.072
H 8.803 13.041 7.598
H 10.374 13.841 7.244
H 11.347 12.118 9.036
H 11.081 11.525 7.540
H 9.496 10.241 8.300
H 10.285 14.555 9.463
*
```

HOMO-LUMO gap = 9.8 eV

Mulliken atomic charge list, values in e, 4 entries: C 0.3955; O -0.9501; N -0.3368; N -0.3094



3.
Here is a cluster of 14 separate species, C18H64O14 in total in a non-equilibrium geometry from the Open Molecules 2025 dataset. Energies are from the ωB97M-V functional and the def2-TZVPD basis.

```
! wB97M-V def2-TZVPD RIJCOSX def2/J DEFGRID3
* xyz 0 1
O -9.096 34.223 0.666
H -9.967 34.473 0.275
H -8.827 34.985 1.199
O -11.914 34.634 0.181
H -12.094 35.556 -0.045
H -12.576 34.156 -0.412
O -7.294 32.236 1.490
H -7.967 32.803 1.053
H -6.914 31.637 0.812
O -9.964 29.790 1.489
H -10.103 29.310 2.321
H -10.304 30.703 1.660
O -6.713 27.987 -1.474
H -6.984 27.681 -0.577
H -7.060 27.324 -2.082
O -11.010 32.366 1.677
H -11.674 32.986 1.329
H -10.150 32.826 1.471
O -8.244 27.643 0.861
H -8.772 28.450 1.041
H -8.830 26.898 1.040
O -13.621 28.779 -0.502
H -13.819 27.864 -0.744
H -12.640 28.807 -0.414
C -4.057 30.839 -2.416
C -4.596 31.608 -1.219
C -5.048 33.029 -1.474
O -5.652 30.888 -0.536
H -3.687 29.864 -2.098
H -3.266 31.438 -2.861
H -4.869 30.594 -3.111
H -3.781 31.622 -0.477
H -6.052 33.108 -1.896
H -4.320 33.522 -2.125
H -5.105 33.601 -0.547
H -5.676 29.967 -0.840
C -11.623 30.672 -2.765
C -12.197 30.297 -4.111
C -12.614 28.828 -4.111
O -13.340 31.090 -4.410
H -11.329 31.723 -2.756
H -10.776 30.056 -2.481
H -12.388 30.567 -1.993
H -11.478 30.456 -4.916
H -13.472 28.735 -3.435
H -11.831 28.143 -3.812
H -12.977 28.516 -5.095
H -13.858 31.221 -3.594
C -16.346 29.279 -3.375
C -16.288 30.504 -2.464
C -17.099 30.365 -1.174
O -14.909 30.723 -2.057
H -16.091 29.543 -4.401
H -17.342 28.839 -3.383
H -15.623 28.558 -2.986
H -16.598 31.418 -2.969
H -17.081 31.356 -0.703
H -16.634 29.679 -0.463
H -18.160 30.124 -1.251
H -14.614 29.894 -1.614
C -15.149 32.570 1.071
C -15.224 33.542 -0.101
C -15.180 35.003 0.297
O -14.099 33.281 -0.994
H -16.021 32.668 1.719
H -14.218 32.750 1.610
H -15.116 31.546 0.695
H -16.124 33.365 -0.705
H -15.478 35.599 -0.568
H -14.217 35.344 0.659
H -15.953 35.187 1.046
H -14.319 32.403 -1.393
C -6.667 34.022 -4.924
C -7.864 34.943 -5.142
C -8.880 34.887 -4.041
O -7.371 36.295 -5.209
H -6.878 32.951 -4.890
H -6.199 34.287 -3.971
H -5.915 34.147 -5.709
H -8.295 34.718 -6.126
H -8.452 35.133 -3.066
H -9.323 33.895 -3.972
H -9.670 35.616 -4.239
H -6.443 36.330 -5.439
C -15.186 28.136 -7.093
C -14.767 29.547 -7.465
C -15.404 29.967 -8.785
O -15.125 30.449 -6.452
H -14.579 27.411 -7.656
H -16.226 27.882 -7.295
H -14.953 27.894 -6.053
H -13.687 29.555 -7.671
H -15.085 30.976 -9.044
H -16.487 29.956 -8.636
H -15.144 29.288 -9.594
H -14.360 30.552 -5.839
*
```

HOMO-LUMO gap = 9.8 eV

Mulliken atomic charge list, values in e, 4 entries: O -0.6841; H 0.3419; H 0.2834; O -0.7576



4.
Here is a structure of composition C18H65CrN2O17Y in a non-equilibrium geometry from the Open Molecules 2025 dataset. Energies are from the ωB97M-V functional and the def2-TZVPD basis.

```
! wB97M-V def2-TZVPD RIJCOSX def2/J DEFGRID3
* xyz 3 4
Y 5.309 4.521 -17.072
Cr 8.672 6.748 -18.405
C 7.891 10.653 -19.364
C 6.848 10.128 -20.387
C 6.863 11.050 -21.646
C 6.132 10.587 -22.854
C 6.487 9.155 -23.192
C 6.383 8.177 -21.969
N 7.133 8.668 -20.776
O 7.165 7.780 -19.691
C 7.097 6.950 -22.566
C 4.933 7.785 -21.765
C 5.356 10.292 -19.806
H 7.889 10.080 -18.437
H 7.741 11.704 -19.115
H 8.913 10.576 -19.733
H 7.867 11.357 -21.938
H 6.406 11.989 -21.337
H 6.227 11.243 -23.720
H 5.050 10.662 -22.737
H 7.465 9.199 -23.672
H 5.806 8.748 -23.939
H 6.773 6.662 -23.566
H 6.946 6.085 -21.920
H 8.172 7.122 -22.612
H 4.635 7.381 -20.798
H 4.638 7.036 -22.500
H 4.215 8.584 -21.947
H 4.981 9.537 -19.115
H 4.546 10.299 -20.536
H 5.342 11.215 -19.228
C 10.223 9.367 -14.337
C 9.055 8.350 -14.077
C 8.370 8.684 -12.732
C 7.479 9.959 -12.782
C 6.503 9.912 -13.951
C 7.162 9.564 -15.305
N 8.060 8.351 -15.231
O 8.497 7.938 -16.557
C 7.899 10.855 -15.890
C 5.947 9.321 -16.229
C 9.711 6.947 -14.020
H 10.532 9.405 -15.382
H 11.078 9.151 -13.696
H 10.045 10.377 -13.967
H 9.199 8.933 -12.070
H 7.834 7.799 -12.390
H 8.194 10.782 -12.788
H 6.874 10.088 -11.884
H 6.061 10.908 -13.955
H 5.816 9.091 -13.746
H 8.479 11.418 -15.159
H 7.254 11.636 -16.292
H 8.643 10.670 -16.665
H 5.533 10.323 -16.339
H 5.114 8.708 -15.883
H 6.289 9.132 -17.246
H 8.995 6.127 -14.083
H 10.069 6.823 -12.998
H 10.539 6.821 -14.717
O 7.312 5.425 -17.860
H 7.558 4.559 -18.240
O 5.790 3.548 -19.158
H 6.205 2.688 -19.215
H 5.614 3.791 -20.067
O 6.030 6.117 -15.484
H 5.903 5.908 -14.558
H 6.394 7.002 -15.482
O 8.155 3.058 -21.348
H 7.789 3.333 -22.189
H 8.424 2.150 -21.489
O 10.242 5.705 -17.503
H 10.988 5.650 -18.100
H 10.315 4.923 -16.955
O 4.860 6.651 -18.205
H 5.584 7.138 -18.598
H 4.111 7.245 -18.263
O 9.230 5.616 -20.055
H 8.921 4.717 -20.167
H 9.749 5.791 -20.840
O 9.988 8.031 -19.288
H 10.761 8.431 -18.890
H 9.937 8.422 -20.160
O 10.629 3.985 -15.204
H 11.499 3.587 -15.183
H 10.218 3.707 -14.385
O 11.750 9.390 -18.024
H 12.200 9.044 -17.254
H 11.947 10.327 -18.016
O 10.768 6.140 -22.329
H 11.167 6.987 -22.527
H 11.064 5.564 -23.034
O 10.008 8.851 -21.821
H 9.335 8.711 -22.487
H 10.436 9.667 -22.080
O 12.306 5.869 -18.901
H 13.082 6.430 -18.918
H 12.374 5.341 -19.697
O 9.772 2.822 -17.728
H 9.984 2.232 -17.005
H 10.024 2.337 -18.515
O 7.181 2.836 -16.706
H 8.100 3.077 -16.821
H 7.159 1.892 -16.864
*
```

HOMO-LUMO gap (alpha / beta) = 3.2 / 3.2 eV

Mulliken atomic charge list, values in e, 4 entries: Y 1.0953; Cr -0.6798; C -1.2601; C 1.2343